No. 1
This record from OMol25 describes a molecular structure, C3H12InN6O3 at a distorted geometry. The level of theory is the ωB97M-V functional and the def2-TZVPD basis.

Charge   +3
Relative energy (zero: lowest compared OMol25 entry of this formula, charge and spin)   56.0 kcal/mol
LUMO   -17.05 eV
Frontier orbital gap   2.69 eV

Each line ends with the Löwdin charge.
Geometry (Å):
1 In -0.657 -0.835 2.064  1.50
2 C 0.422 3.046 1.090  -0.59
3 O 0.057 1.948 1.533  -0.05
4 N 1.139 3.918 1.846  0.27
5 N 0.240 3.448 -0.189  0.26
6 H 1.169 4.897 1.591  0.15
7 H 1.299 3.631 2.803  0.15
8 H -0.233 2.889 -0.881  0.14
9 H 0.485 4.391 -0.461  0.15
10 C -3.235 -2.627 -0.322  -0.55
11 O -2.815 -2.127 0.758  -0.04
12 N -3.807 -1.975 -1.342  0.24
13 N -3.278 -3.987 -0.397  0.29
14 H -3.850 -2.451 -2.230  0.14
15 H -3.891 -0.973 -1.282  0.14
16 H -3.676 -4.482 -1.186  0.16
17 H -2.833 -4.526 0.334  0.15
18 C 2.596 -0.597 -0.093  -0.57
19 O 1.784 -0.912 0.792  -0.04
20 N 3.275 0.562 -0.148  0.24
21 N 2.818 -1.424 -1.157  0.29
22 H 3.996 0.660 -0.847  0.15
23 H 3.091 1.283 0.528  0.13
24 H 2.156 -2.183 -1.264  0.15
25 H 3.747 -1.574 -1.539  0.16

=====

No. 2
This record from OMol25 describes 2 unconnected molecules or ions with the total composition C3H12N2 at a distorted geometry. The level of theory is the ωB97M-V functional and the def2-TZVPD basis.

SMILES   NCN.CC
Relative energy (zero: lowest compared OMol25 entry of this formula, charge and spin)   37.3 kcal/mol
LUMO   1.11 eV
Frontier orbital gap   9.91 eV

Each line ends with the Löwdin charge.
Geometry (Å):
1 N -2.152 -0.828 -2.209  -0.03
2 C -1.718 0.098 -1.253  -0.44
3 N -2.759 0.626 -0.352  -0.04
4 H -2.888 -1.548 -1.751  0.15
5 H -1.665 -0.699 -3.055  0.04
6 H -1.500 1.012 -1.768  0.10
7 H -0.965 -0.261 -0.557  0.08
8 H -3.158 -0.201 0.132  0.05
9 H -3.564 1.068 -0.854  0.08
10 C 2.701 0.462 2.201  -0.12
11 C 2.409 -0.271 0.672  -0.10
12 H 3.580 -0.081 2.615  0.05
13 H 2.891 1.528 2.238  0.03
14 H 1.799 0.375 2.803  0.03
15 H 2.954 0.298 -0.061  0.03
16 H 1.290 -0.296 0.515  0.04
17 H 2.745 -1.283 0.684  0.03

=====

No. 3
This record from OMol25 describes a molecular structure, C3H12N2O at a distorted geometry. The level of theory is the ωB97M-V functional and the def2-TZVPD basis.

Relative energy (zero: lowest compared OMol25 entry of this formula, charge and spin)   162.2 kcal/mol
LUMO   -3.13 eV
Frontier orbital gap   4.81 eV

Each line ends with the Löwdin charge.
Geometry (Å):
1 N 2.769 -0.094 0.304  0.05
2 C 0.592 -0.117 -0.838  -0.10
3 C -0.152 -1.425 -0.614  -0.07
4 C 0.232 1.068 0.047  -0.32
5 N -1.151 1.457 0.132  0.06
6 H 2.826 0.119 1.287  0.04
7 H 0.701 -0.038 -1.917  0.13
8 H 1.865 -0.230 -0.494  0.04
9 H -0.004 -1.730 0.420  0.09
10 H 0.207 -2.194 -1.296  0.09
11 H -1.200 -1.215 -0.772  0.08
12 H 0.522 0.741 1.032  0.11
13 H 0.825 1.920 -0.290  0.11
14 H -1.633 1.720 -0.728  0.09
15 H -1.802 0.694 0.545  0.02
16 H 3.609 0.198 -0.179  0.02
17 H -2.455 -0.968 1.679  -0.06
18 O -2.387 -0.738 0.745  -0.39

=====

No. 4
This record from OMol25 describes 2 unconnected molecules or ions with the total composition C3H12N2O at a distorted geometry. The level of theory is the ωB97M-V functional and the def2-TZVPD basis.

Charge   +1
2S+1   2
Relative energy (zero: lowest compared OMol25 entry of this formula, charge and spin)   7.4 kcal/mol
⟨S²⟩   0.7547
LUMO (alpha / beta)   -3.18 / -8.17 eV
Frontier orbital gap (alpha / beta)   11.90 / 6.68 eV

Each line ends with the Löwdin charge.
Geometry (Å):
1 C 1.547 -0.630 -1.857  -0.06
2 C 0.095 -0.490 -1.421  -0.19
3 N 0.008 0.110 -0.102  0.15
4 C -1.267 0.686 0.340  -0.22
5 N -1.074 1.308 1.612  0.04
6 H 2.140 -1.149 -1.099  0.09
7 H 2.035 0.313 -2.074  0.09
8 H 1.620 -1.279 -2.716  0.09
9 H -0.412 0.153 -2.152  0.15
10 H -0.331 -1.491 -1.452  0.15
11 H 0.802 0.733 0.047  0.17
12 H -1.971 -0.145 0.345  0.16
13 H -1.593 1.388 -0.443  0.16
14 H -1.935 1.558 2.085  0.12
15 H -0.564 2.181 1.500  0.11
16 H -0.067 -0.413 2.218  -0.03
17 H 0.362 -1.879 2.528  0.05
18 O 0.606 -0.956 2.644  -0.03

=====

No. 5
This record from OMol25 describes 2 unconnected molecules or ions with the total composition C3H12N2O2 at a distorted geometry. The level of theory is the ωB97M-V functional and the def2-TZVPD basis.

SMILES   NCNCCO.O
Relative energy (zero: lowest compared OMol25 entry of this formula, charge and spin)   66.3 kcal/mol
LUMO   0.74 eV
Frontier orbital gap   10.06 eV

Each line ends with the Löwdin charge.
Geometry (Å):
1 N -2.015 -1.451 -0.506  0.01
2 C -0.808 -2.024 0.223  -0.24
3 N 0.214 -0.979 0.359  -0.08
4 C -0.259 0.433 0.436  -0.21
5 C 0.930 1.104 1.003  -0.26
6 O 1.623 0.459 2.150  -0.10
7 H -2.561 -1.141 0.346  0.09
8 H -2.408 -2.102 -1.085  0.01
9 H -0.296 -2.753 -0.438  0.12
10 H -1.142 -2.449 1.091  0.07
11 H 0.829 -0.976 -0.388  0.08
12 H -0.988 0.521 1.243  0.12
13 H -0.783 0.754 -0.445  0.10
14 H 0.625 2.022 1.472  0.10
15 H 1.598 1.454 0.236  0.09
16 H 1.099 -0.388 2.049  0.07
17 O 1.463 2.568 -2.268  -0.01
18 H 0.666 2.645 -2.794  0.05
19 H 2.213 2.303 -2.683  -0.02

=====

No. 6
This record from OMol25 describes 3 unconnected molecules or ions with the total composition C3H12N2O2 at a distorted geometry. The level of theory is the ωB97M-V functional and the def2-TZVPD basis.

SMILES   C/C(N)=C/N.O.O
Relative energy (zero: lowest compared OMol25 entry of this formula, charge and spin)   51.0 kcal/mol
LUMO   0.86 eV
Frontier orbital gap   8.67 eV

Each line ends with the Löwdin charge.
Geometry (Å):
1 C -1.696 1.730 -0.100  -0.07
2 C -0.331 0.937 -0.138  -0.30
3 N 0.195 0.533 1.199  0.06
4 C 0.310 1.121 -1.302  -0.19
5 N 1.613 0.493 -1.512  -0.02
6 H -2.276 1.151 0.561  0.04
7 H -1.711 2.780 0.251  0.08
8 H -2.208 1.573 -1.057  0.07
9 H -0.259 1.097 1.862  0.06
10 H 1.167 0.656 1.429  0.09
11 H 0.103 1.974 -1.945  0.11
12 H 1.482 -0.516 -1.691  0.04
13 H 1.957 0.794 -2.546  0.12
14 O 0.774 -2.630 -0.715  -0.03
15 H 1.343 -3.224 -1.120  -0.01
16 H 0.560 -2.939 0.173  0.02
17 O -0.120 -2.161 2.163  -0.10
18 H 0.059 -1.222 1.872  0.00
19 H -0.963 -2.147 2.614  0.02